## w
The following is a DFT calculation (ωB97M-V/def2-TZVPD) of one molecule with the formula C7H8N2O2S.

Properties
- SMILES string: N#C[C@]1(S(N)(=O)=O)C=CC=CC1
- HOMO-LUMO gap: 8.877 eV

Structure (XYZ):
```
20
Properties=species:S:1:pos:R:3:nbo_charge:R:1
N -2.362 2.102 -0.487 -0.255
C -1.352 1.661 -0.171 0.260
C -0.144 0.895 0.069 -0.286
S -1.176 -0.815 0.115 2.193
N -2.277 -0.625 -1.122 -1.064
O -0.543 -2.074 -0.123 -0.923
O -1.931 -0.770 1.368 -0.949
C 0.463 0.841 1.427 -0.230
C 1.331 -0.165 1.647 -0.160
C 1.951 -0.860 0.479 -0.219
C 1.822 -0.340 -0.749 -0.142
C 0.851 0.829 -1.030 -0.472
H -2.130 -1.432 -1.714 0.403
H -3.188 -0.599 -0.743 0.410
H -0.198 1.348 2.136 0.247
H 1.799 -0.276 2.610 0.230
H 2.458 -1.742 0.694 0.223
H 2.704 -0.541 -1.388 0.229
H 1.473 1.703 -0.931 0.245
H 0.450 0.860 -2.087 0.260
```



## x
The following is a DFT calculation (ωB97M-V/def2-TZVPD) of a 2-piece molecular cluster, C7H8N2O2S overall.

Properties
- HOMO-LUMO gap (spin up / spin down): 5.650 / 6.758 eV

Structure (XYZ):
```
20
Properties=species:S:1:pos:R:3:nbo_charge:R:1
C 0.086 0.682 -2.601 -0.207
C -1.084 0.130 -2.048 -0.211
C 1.328 0.429 -2.043 -0.201
C -1.030 -0.755 -0.973 -0.154
C 1.420 -0.426 -0.892 -0.175
C 0.252 -0.980 -0.336 -0.325
C 0.369 -1.863 0.668 0.768
N -1.631 1.030 1.385 -1.117
N 0.607 0.935 2.852 -1.104
O 0.468 -2.770 1.368 -0.356
O -1.488 -0.405 3.430 -0.930
S -0.776 0.091 2.244 1.687
H 0.041 1.349 -3.506 0.231
H -2.046 0.189 -2.678 0.242
H 2.217 0.974 -2.485 0.237
H -1.881 -1.322 -0.604 0.245
H 2.251 -0.427 -0.186 0.228
H -1.416 0.996 0.398 0.367
H 1.145 1.442 2.263 0.370
H 1.169 0.699 3.742 0.404
```



Which of them is the most stable, and which is the least stable? w and x, in that order.



## w
The following is a DFT calculation (ωB97M-V/def2-TZVPD) of one molecule with the formula C4H10OSi.

Properties
- SMILES string: CC(=O)[C@H](C)[SiH3]
- HOMO-LUMO gap: 10.217 eV

Structure (XYZ):
```
16
Properties=species:S:1:pos:R:3:nbo_charge:R:1
C -1.039 -0.168 -2.045 -0.720
C 0.153 0.389 -1.249 0.600
O 1.188 0.793 -1.767 -0.559
C -0.005 0.202 0.280 -0.721
C 0.273 1.604 1.103 -0.590
Si 0.944 -1.299 1.011 0.875
H -0.929 -0.135 -3.125 0.234
H -1.779 0.677 -1.837 0.231
H -1.268 -1.150 -1.681 0.229
H -1.091 -0.038 0.398 0.223
H 1.297 1.552 1.354 0.206
H 0.066 2.480 0.489 0.224
H -0.322 1.389 2.072 0.215
H 0.285 -2.400 0.362 -0.164
H 0.859 -0.906 2.494 -0.141
H 2.397 -1.419 0.593 -0.143
```



## x
The following is a DFT calculation (ωB97M-V/def2-TZVPD) of C4H10OSi as an isolated structure.

Properties
- HOMO-LUMO gap: 10.374 eV

Structure (XYZ):
```
16
Properties=species:S:1:pos:R:3:nbo_charge:R:1
C 1.707 -0.113 0.068 -0.263
C 0.542 0.501 0.114 0.394
C 1.800 -1.630 -0.206 -0.629
C 0.022 1.831 0.363 -0.691
O -0.882 -0.604 0.228 -1.016
Si -2.371 -0.291 -0.189 1.294
H 2.754 0.384 0.122 0.246
H 0.877 -2.318 -0.279 0.253
H 2.462 -1.706 -1.068 0.215
H 2.319 -1.999 0.639 0.213
H -0.584 1.756 1.165 0.235
H -0.737 2.127 -0.443 0.234
H 0.661 2.595 0.550 0.238
H -2.896 1.101 -0.205 -0.245
H -2.529 -0.661 -1.533 -0.244
H -3.144 -0.973 0.674 -0.233
```



Which of them is the most stable, and which is the least stable? w and x, in that order.



## w
The following is a DFT calculation (ωB97M-V/def2-TZVPD) of H4O2Rb as an isolated structure.

Properties
- HOMO-LUMO gap: 10.221 eV
- Net charge: +1

Structure (XYZ):
```
7
Properties=species:S:1:pos:R:3:nbo_charge:R:1
Rb 0.154 -0.873 -0.657 1.000
O 2.568 -2.007 3.231 -0.957
H 2.401 -1.917 4.170 0.480
H 3.516 -2.117 3.166 0.477
O -2.548 2.363 -3.105 -0.947
H -3.087 3.016 -3.551 0.484
H -3.004 1.534 -3.253 0.464
```



## x
The following is a DFT calculation (ωB97M-V/def2-TZVPD) of H4O2Rb as an isolated structure.

Properties
- HOMO-LUMO gap: 12.149 eV
- Net charge: +1

Structure (XYZ):
```
7
Properties=species:S:1:pos:R:3:nbo_charge:R:1
Rb -1.716 1.196 0.838 0.996
O 1.132 1.108 0.965 -0.972
H 1.153 1.118 0.001 0.475
H 1.740 0.403 1.223 0.499
O -0.793 -0.938 -0.804 -0.992
H -0.200 -1.144 -1.538 0.500
H -1.316 -1.743 -0.685 0.494
```



Which of them is the most stable, and which is the least stable? x and w, in that order.